Here is a single C5H10O molecule from OMol25. Energies are from ωB97M-V/def2-TZVPD.

Values from the calculation:
LUMO level, eV: 0.921
Kohn-Sham gap, eV: 9.3
HOMO energy, eV: -8.37
Maximum force, eV/A: 0.309
Net charge: 0
Energy above the lowest of the compared OMol25 structures with the same formula, charge and spin, kJ/mol: 376.5

Atoms and positions in Å:
1 C -0.43890 -0.96678 1.97523
2 C 0.10845 -0.61730 0.63148
3 C -0.71825 -0.45799 -0.50950
4 C 0.08405 0.12015 -1.64678
5 C 0.81739 1.32687 -0.90988
6 O 0.33180 1.38670 0.40652
7 H -0.06237 -0.25897 2.71859
8 H -0.09824 -1.96801 2.26867
9 H -1.53226 -0.94341 1.98334
10 H 1.19027 -0.71568 0.53033
11 H -1.67258 -0.96913 -0.60503
12 H -0.78676 0.72752 0.08212
13 H -0.55772 0.46726 -2.46205
14 H 0.82501 -0.56791 -2.07355
15 H 0.61834 2.27326 -1.42930
16 H 1.90405 1.17031 -0.90157

Atomic forces in eV per Å
0.0 0.1 0.0
-0.2 -0.1 -0.1
0.1 -0.3 0.0
0.0 0.0 -0.1
0.2 0.1 -0.1
-0.1 0.0 0.0
0.0 -0.1 -0.1
0.0 0.2 -0.1
0.2 0.0 0.0
-0.1 0.1 0.0
0.2 0.1 0.0
0.0 0.0 0.1
0.1 0.0 0.1
-0.1 0.1 0.1
0.0 -0.2 0.1
-0.1 0.0 -0.1